Entry 1:
{"formula": "C26H33MoN4O8P2S", "method": "ωB97M-V/def2-TZVPD", "species": ["C", "H", "H", "H", "H", "N", "H", "C", "C", "C", "H", "H", "H", "C", "C", "C", "C", "H", "O", "O", "C", "H", "H", "H", "H", "H", "H", "P", "O", "H", "H", "C", "N", "Mo", "C", "O", "H", "H", "H", "C", "O", "C", "H", "H", "C", "H", "C", "H", "S", "C", "H", "H", "H", "C", "H", "C", "H", "P", "O", "C", "H", "C", "N", "C", "C", "O", "O", "C", "H", "H", "N", "C", "H", "C", "C"], "positions_angstrom": [[-2.811, 2.340, 3.068], [-1.735, -1.026, -4.890], [-2.144, -1.173, -2.434], [-3.075, 2.680, -3.198], [1.058, 2.160, -4.211], [2.261, -2.085, 3.070], [0.899, 1.999, 5.081], [-1.949, 1.453, -1.851], [1.177, 3.129, 1.382], [-2.165, 1.142, 2.446], [-1.767, -3.160, 3.283], [-1.652, 2.320, -1.258], [1.296, 0.490, -2.457], [-0.208, 0.495, -4.756], [-1.002, 2.670, -3.810], [1.163, 1.359, 3.048], [-0.994, -1.164, 1.432], [-2.848, 1.013, -1.411], [2.401, -4.886, 1.001], [1.154, -2.865, -3.361], [0.436, 1.150, -2.426], [-1.099, -2.121, 0.945], [3.711, -2.463, -3.703], [0.652, 4.384, 4.490], [-0.104, -2.700, 3.607], [-1.400, -2.171, 4.701], [1.286, 3.425, 0.347], [1.528, -4.186, 0.068], [2.333, -3.740, -1.250], [-1.987, 2.024, 0.543], [3.980, -3.769, 3.545], [-1.480, -0.185, -4.242], [1.601, -0.973, 2.546], [1.159, -0.947, 0.416], [-1.137, -2.351, 3.660], [0.824, -2.864, 0.557], [-0.464, -1.487, -2.853], [0.865, 5.099, 2.132], [-2.940, 3.152, 2.356], [-1.904, 0.012, 3.297], [0.278, -4.988, -0.459], [-2.632, 0.817, -4.198], [-2.225, 0.076, 4.331], [-1.196, 3.054, -4.814], [0.822, 3.648, 3.718], [0.407, -5.945, -0.455], [0.944, 4.050, 2.383], [1.776, -0.227, 4.403], [3.512, -1.557, 0.762], [-1.821, 1.137, 1.127], [-0.746, 3.527, -3.179], [0.611, -0.231, -4.784], [-3.542, 0.326, -3.841], [-2.249, 1.968, -3.268], [0.676, 1.988, -1.761], [1.261, 1.783, 1.719], [-0.360, 0.855, -5.776], [2.104, -2.557, -2.302], [1.766, -1.333, -1.366], [0.154, 1.671, -3.842], [-2.844, 1.205, -5.197], [-1.335, -1.123, 2.829], [-0.567, -0.260, -0.580], [-1.205, -0.029, 0.577], [-1.231, -0.718, -2.833], [3.567, -2.226, -2.778], [1.439, 0.852, 0.772], [0.952, 2.317, 4.047], [-2.214, 2.698, 3.908], [4.627, -3.812, 1.975], [4.201, -3.258, 2.703], [-0.808, 0.424, -1.891], [-3.791, 2.066, 3.466], [1.482, -0.003, 3.381], [3.269, -2.374, 2.310]], "charge": 1, "relative_energy_ev": 0.706, "gap_ha": 0.236}



Entry 2:
{"formula": "C4H11NO", "method": "ωB97M-V/def2-TZVPD", "species": ["H", "C", "C", "C", "H", "N", "H", "H", "H", "H", "H", "H", "H", "H", "C", "H", "O"], "positions_angstrom": [[1.436, -0.993, -1.707], [1.269, -0.132, -1.030], [-0.951, -0.481, -0.791], [1.155, -0.556, 0.417], [2.001, -1.180, 0.764], [0.005, 0.478, -1.300], [-1.682, 2.111, 2.796], [-0.744, -1.172, 1.313], [2.034, 0.633, -1.264], [-0.120, -2.254, 0.034], [-1.813, 0.098, -0.406], [-0.176, 0.534, -2.310], [1.132, 0.358, 1.041], [-1.321, -1.134, -1.605], [-0.216, -1.195, 0.341], [-0.824, 2.158, 1.497], [-1.186, 2.729, 2.212]], "charge": 0, "relative_energy_ev": 1.113, "gap_ha": 0.363, "smiles": "C1CCNC1.O"}



Entry 3:
{"formula": "C4H5NO", "method": "ωB97M-V/def2-TZVPD", "species": ["C", "H", "C", "O", "C", "H", "N", "C", "H", "H", "H"], "positions_angstrom": [[-1.560, 1.144, -0.068], [0.730, -1.891, 1.061], [-0.716, 0.149, -0.120], [-0.873, -1.199, -0.140], [0.554, -1.406, 0.028], [-2.558, 1.042, 0.276], [1.547, 1.096, -0.117], [0.727, 0.187, -0.143], [0.844, -2.254, -0.652], [-1.202, 2.150, -0.130], [2.507, 0.983, 0.005]], "charge": 0, "relative_energy_ev": 2.797, "gap_ha": 0.354}



Entry 4:
{"formula": "C46H49Cl2CrN3O5SSeSi2", "method": "ωB97M-V/def2-TZVPD", "species": ["C", "O", "C", "H", "H", "N", "C", "O", "H", "H", "C", "H", "C", "C", "H", "H", "H", "C", "H", "C", "H", "N", "C", "H", "H", "C", "H", "O", "H", "C", "C", "H", "C", "H", "H", "C", "C", "Si", "H", "H", "H", "H", "C", "H", "H", "H", "N", "C", "C", "C", "C", "H", "H", "H", "C", "C", "H", "C", "H", "C", "H", "Cl", "C", "C", "H", "C", "H", "H", "C", "O", "Cr", "H", "C", "Si", "H", "Cl", "C", "O", "H", "H", "H", "H", "H", "C", "C", "C", "H", "C", "C", "H", "C", "C", "H", "C", "C", "H", "S", "C", "H", "H", "H", "C", "C", "C", "C", "Se", "H", "H", "C", "C"], "positions_angstrom": [[3.008, 5.983, 1.374], [0.522, 1.033, -0.801], [-3.867, 0.764, 1.252], [5.882, -1.977, 1.141], [-0.119, 6.485, 2.531], [-0.693, 4.063, 1.864], [4.576, 0.627, 2.777], [-0.468, 0.624, 2.398], [-5.447, 6.271, 1.016], [2.758, -3.818, -3.703], [-4.495, -2.861, -3.547], [-3.974, -3.792, -3.308], [0.730, 5.985, 2.079], [4.914, -6.783, 0.812], [-0.718, 3.117, 2.230], [-4.116, -0.098, 1.856], [-6.467, -2.626, -0.991], [-3.435, 6.064, 0.298], [3.378, -3.123, -5.995], [1.649, 2.500, 0.763], [3.713, 4.128, 0.584], [1.321, -2.396, -1.944], [2.753, -2.477, -5.388], [3.787, 1.330, 3.058], [-5.380, 3.454, -0.154], [-2.189, 5.491, 0.495], [-5.710, -0.128, -3.563], [0.743, 3.175, -1.334], [-0.020, -4.203, 2.503], [4.042, -5.168, -0.750], [-2.565, 0.989, 0.828], [-5.001, -3.404, -0.374], [-3.000, 4.462, 2.482], [-5.447, -1.790, 0.188], [-5.521, -3.106, -3.835], [1.164, -0.853, -3.803], [0.809, -4.420, 1.838], [-4.407, -1.682, -2.078], [5.256, 0.510, 3.628], [2.027, 7.681, 2.258], [5.685, -7.494, 1.087], [-2.591, -1.024, 2.900], [-4.873, 1.651, 0.900], [1.184, 0.510, -5.452], [1.217, 1.854, 1.527], [1.879, -1.065, 3.748], [1.985, -3.473, -1.532], [1.912, -3.967, -0.294], [0.574, 4.658, 1.670], [-2.694, -1.427, -1.579], [-2.282, 2.090, 0.026], [-1.002, 1.266, -2.665], [-3.992, -2.422, -4.413], [4.117, -4.597, -1.666], [-1.907, 4.671, 1.614], [-4.591, 2.762, 0.116], [4.985, -3.249, 1.972], [1.738, -5.377, 2.166], [-5.889, 1.469, 1.232], [5.013, -6.072, -0.400], [0.443, 1.873, -3.507], [-1.041, 5.707, -0.785], [-5.432, -2.448, -0.687], [5.332, -2.214, 2.056], [-5.036, 4.803, 2.988], [0.896, -3.658, 0.656], [-0.741, 0.841, -4.376], [1.652, -5.928, 3.096], [0.926, 2.226, -0.566], [0.409, -0.122, -2.954], [0.390, -1.117, -0.615], [-4.517, 0.750, -2.596], [2.760, -1.699, 3.614], [3.857, -1.041, 2.226], [-3.053, 3.832, -0.944], [-2.775, 3.519, 3.922], [2.309, -1.264, -5.886], [-0.002, -2.737, 0.410], [2.579, -0.937, -6.883], [-1.282, 2.256, -0.349], [6.016, -2.138, 2.910], [3.956, 6.487, 1.225], [3.771, -7.088, 2.589], [-2.036, -1.423, 2.053], [1.673, 3.948, 1.161], [-4.251, 5.011, 2.274], [3.305, -1.747, 4.565], [-3.292, 2.978, -0.321], [-4.472, 5.831, 1.183], [2.671, 2.159, 0.603], [3.848, -6.560, 1.644], [2.419, -2.873, -4.098], [5.865, -6.233, -1.051], [1.626, -2.071, -3.264], [2.866, 4.652, 1.011], [5.136, 1.068, 1.947], [-1.149, -0.068, 1.265], [1.932, 6.652, 1.932], [-2.663, -1.914, 1.310], [-6.027, 0.228, -1.858], [-3.587, 6.668, -0.587], [1.510, -0.452, -5.080], [-5.252, -0.060, -2.572], [-0.250, 1.033, -3.416], [-1.522, -1.292, -1.257], [2.852, -0.856, 0.248], [2.418, -2.705, 3.358], [-1.256, -2.105, 2.381], [2.923, -4.934, 0.075], [2.834, -5.633, 1.307]], "charge": -2, "relative_energy_ev": 1.322, "spin_multiplicity": 5, "gap_ha": [0.158, 0.210]}



Entry 5:
{"formula": "C5H13NO", "method": "ωB97M-V/def2-TZVPD", "species": ["N", "H", "H", "H", "H", "H", "C", "H", "H", "H", "O", "C", "C", "C", "C", "H", "H", "H", "H", "H"], "positions_angstrom": [[0.867, 1.645, 0.621], [-3.462, 2.016, 0.797], [1.247, 1.855, -0.323], [0.647, -2.731, 0.302], [2.190, -4.015, -0.156], [1.278, -0.993, -0.964], [-0.438, 1.670, 1.204], [2.803, -1.763, -0.346], [-1.349, 0.607, -0.790], [-2.156, 3.197, 0.355], [-0.745, 2.227, 2.182], [-2.699, 2.153, 0.095], [1.363, -3.119, -0.501], [1.976, -1.899, -0.939], [-1.532, 1.077, 0.241], [2.513, -2.136, -1.936], [0.759, -3.736, -1.125], [1.615, 1.787, 1.355], [-1.719, 0.121, 0.829], [-3.159, 2.037, -0.903]], "charge": 1, "relative_energy_ev": 4.421, "spin_multiplicity": 2, "gap_ha": [0.335, 0.140]}



Entry 6:
{"formula": "H38O19", "method": "ωB97M-V/def2-TZVPD", "species": ["H", "O", "H", "H", "O", "O", "H", "H", "H", "H", "H", "H", "H", "H", "H", "O", "H", "H", "H", "H", "H", "O", "H", "H", "H", "H", "H", "H", "H", "O", "H", "O", "H", "O", "O", "O", "O", "O", "H", "H", "O", "H", "H", "H", "H", "H", "H", "O", "O", "H", "O", "H", "O", "O", "O", "H", "H"], "positions_angstrom": [[-0.860, 4.308, -1.172], [0.684, -0.918, 4.276], [1.458, -3.110, -2.836], [-0.066, -1.127, 3.819], [-2.506, 2.020, -1.977], [-2.845, -1.659, -3.534], [-2.241, 0.614, 1.413], [0.871, 1.621, 3.712], [-0.181, -0.503, -2.538], [1.199, 0.293, -2.180], [0.355, -4.073, -0.320], [0.194, 3.696, -0.338], [2.850, -2.405, 0.054], [-1.528, -3.314, 1.390], [-0.345, -4.919, 0.587], [-4.086, 2.844, 0.342], [3.017, -2.872, -2.730], [1.903, 1.688, 2.581], [4.776, 0.607, -1.241], [-3.765, -1.734, -3.280], [1.973, 4.002, -0.942], [-1.678, -0.107, 0.808], [-3.741, -0.451, -0.896], [0.668, 2.135, 1.302], [-4.934, -0.147, 2.074], [-5.036, -0.913, -1.302], [4.530, -0.981, 1.805], [4.646, 2.175, -1.464], [-2.798, -0.708, -3.454], [-1.802, -3.213, 0.503], [1.185, -0.421, 3.657], [4.235, -0.431, 2.454], [-3.308, 2.109, -2.635], [0.170, 4.307, -1.058], [0.989, 1.359, 2.790], [2.361, -3.436, -2.459], [3.524, -2.461, 0.736], [-0.218, 2.075, 0.645], [4.378, 0.468, 2.675], [-4.287, 2.075, 0.759], [0.487, -4.487, 0.372], [3.063, -3.176, 1.206], [-1.650, -2.179, 0.432], [-0.839, 0.040, 0.926], [2.799, 0.776, -0.517], [-2.159, 1.123, -1.932], [-3.740, 2.332, -0.430], [2.664, 3.385, -0.841], [0.119, 0.203, -2.105], [-4.156, -1.190, 2.398], [-4.497, -0.197, -1.307], [0.362, 1.431, 0.037], [2.401, 0.098, 0.113], [4.336, 1.344, -1.706], [-4.259, -0.596, 1.660], [2.336, 2.622, -1.273], [2.991, -0.022, 0.941]], "charge": 0, "relative_energy_ev": 8.432, "gap_ha": 0.383}



Entry 7:
{"formula": "C5H10N2O", "method": "ωB97M-V/def2-TZVPD", "species": ["H", "C", "H", "H", "H", "O", "H", "N", "C", "N", "H", "C", "C", "H", "H", "C", "H", "H"], "positions_angstrom": [[1.412, 2.129, 1.923], [-1.182, 0.499, 1.515], [-1.167, 0.665, 2.625], [-2.025, 1.219, 1.113], [0.106, 0.791, -2.263], [0.498, 1.972, 2.132], [-1.051, -0.470, 1.192], [0.263, -0.846, -0.820], [0.062, -1.963, -1.760], [0.566, -1.053, 0.474], [0.905, -2.072, 0.543], [0.284, 1.480, -0.307], [0.036, 1.250, 1.045], [-0.951, -2.282, -1.527], [0.402, -1.543, -2.671], [0.142, 0.409, -1.250], [0.821, -2.656, -1.387], [0.880, 2.474, -0.578]], "charge": 0, "relative_energy_ev": 0.884, "spin_multiplicity": 3, "gap_ha": [0.222, 0.286]}



Entry 8:
{"formula": "C6H15N", "method": "ωB97M-V/def2-TZVPD", "species": ["C", "C", "H", "H", "C", "C", "N", "H", "C", "H", "H", "H", "H", "H", "H", "H", "H", "H", "H", "C", "H", "H"], "positions_angstrom": [[-0.759, 0.878, 0.452], [-0.357, -2.041, 1.533], [-1.327, 2.855, -1.318], [0.164, 3.771, -1.659], [0.241, 2.078, -0.065], [1.333, -1.985, -0.242], [0.474, -1.265, 0.623], [-0.151, 2.053, -2.290], [-0.398, -0.438, -0.280], [0.387, 2.859, 0.721], [-1.209, -2.799, 0.885], [0.198, -2.854, 2.084], [0.208, -0.285, -1.219], [0.872, -2.632, -0.987], [-1.399, -0.968, -0.411], [-0.920, -1.400, 2.194], [-0.604, 0.832, 1.514], [1.896, -2.744, 0.414], [2.074, -1.268, -0.624], [-0.186, 2.731, -1.404], [-1.795, 1.110, 0.196], [1.257, 1.512, -0.116]], "charge": 0, "relative_energy_ev": 2.301, "gap_ha": 0.359, "smiles": "CCCCN(C)C"}



Entry 9:
{"formula": "C22H62O14", "method": "ωB97M-V/def2-TZVPD", "species": ["O", "H", "O", "H", "H", "H", "H", "H", "C", "C", "H", "O", "H", "H", "C", "C", "H", "C", "H", "C", "H", "H", "H", "C", "C", "H", "H", "H", "H", "H", "H", "H", "H", "O", "H", "H", "H", "H", "O", "C", "C", "H", "C", "H", "O", "C", "H", "H", "C", "H", "H", "C", "O", "C", "H", "O", "C", "H", "H", "H", "C", "H", "H", "H", "H", "O", "H", "C", "C", "H", "H", "H", "H", "O", "H", "H", "O", "H", "H", "H", "H", "C", "C", "O", "O", "H", "H", "H", "C", "H", "H", "H", "H", "O", "H", "H", "H", "H"], "positions_angstrom": [[1.990, 3.937, -5.411], [3.386, -1.864, 3.973], [-1.799, -2.822, 3.541], [-3.962, 0.011, 5.167], [-2.538, -0.161, 1.327], [-3.955, -0.757, -2.456], [0.762, 0.952, -0.905], [1.209, -2.113, -4.455], [3.681, -0.825, 3.823], [-0.634, -3.524, 4.048], [-2.042, -0.816, -4.813], [-4.008, -0.074, -1.784], [3.898, 0.444, -0.792], [-1.120, -2.523, 5.906], [7.265, -0.317, -1.145], [-5.081, -0.990, 3.198], [5.522, -0.952, 2.535], [-1.046, -1.245, -4.929], [-0.445, 1.352, 1.275], [4.782, -0.191, -0.744], [2.412, 4.264, -2.783], [-3.240, 1.607, 4.736], [0.660, -2.927, 5.719], [6.014, 0.583, -1.202], [-2.433, 2.398, -3.615], [5.454, -1.346, 5.346], [1.641, 3.103, -5.089], [0.254, -3.412, 3.426], [-4.705, 1.205, 2.629], [-4.947, 0.153, -0.079], [-6.862, 0.900, -3.620], [5.998, 1.042, -2.190], [-3.500, 1.839, -2.182], [1.132, -1.300, -3.950], [3.019, -0.415, 3.060], [1.751, 0.009, 0.253], [7.456, -0.746, -0.161], [0.880, -0.381, 2.264], [-5.877, 1.018, 4.316], [-5.288, -0.170, -1.063], [3.201, 4.028, -4.629], [-5.276, -1.676, 4.022], [3.028, 3.489, -3.238], [7.377, -1.138, -1.853], [6.226, 1.604, -0.223], [-0.910, 2.688, -3.663], [-1.691, -1.291, 0.284], [8.120, 0.344, -1.285], [-4.793, 0.569, 3.510], [3.558, 5.039, -4.828], [5.948, 2.439, -0.606], [-0.259, -2.591, 5.240], [3.399, -0.037, 4.932], [-3.596, 0.648, 4.361], [-0.518, -0.177, -3.232], [-0.176, 1.956, -4.638], [-0.864, -4.933, 4.613], [0.552, -0.809, -0.643], [-7.134, 0.671, -0.924], [-6.074, 1.740, -1.814], [-0.255, -1.148, -3.651], [4.568, -1.149, -1.218], [-1.514, -1.919, 3.380], [0.663, 1.766, -4.213], [-1.379, -2.585, -6.328], [-3.145, 2.689, -2.453], [-2.818, 0.108, 3.822], [-1.787, -0.236, 0.540], [0.754, 0.150, -0.166], [-0.507, 2.423, -2.686], [-0.037, -1.592, 4.865], [-2.754, 1.398, -3.906], [-5.919, -1.081, 2.507], [-0.061, -0.402, 2.078], [4.885, -0.584, 0.267], [3.904, 3.348, -2.605], [2.438, 2.256, -3.241], [-5.570, 1.652, 4.968], [-1.162, -4.903, 5.661], [-5.598, -1.205, -0.921], [-1.691, -5.393, 4.073], [5.222, -0.686, 3.549], [-0.375, 0.334, 0.893], [-7.023, 0.284, -2.902], [-0.940, -2.520, -5.477], [-2.922, 3.001, -4.381], [-2.033, 0.274, -0.391], [-0.531, -0.549, -5.592], [-6.380, 0.699, -1.711], [-4.271, -1.476, 2.654], [5.586, 0.338, 3.638], [-0.650, -1.926, -2.998], [3.756, 3.277, -5.193], [5.820, -1.550, 4.482], [2.977, 1.669, -2.707], [-0.773, 3.765, -3.568], [3.655, -0.537, 5.710], [0.065, -5.502, 4.657]], "charge": -1, "spin_multiplicity": 2, "gap_ha": [0.059, 0.322]}



Entry 10:
{"formula": "CH2FN2O2", "method": "ωB97M-V/def2-TZVPD", "species": ["H", "F", "N", "O", "H", "O", "N", "C"], "positions_angstrom": [[-0.998, 0.690, 0.264], [-2.259, -0.699, -0.426], [0.849, -0.752, -0.193], [2.621, 0.220, -0.653], [-1.191, -0.957, 1.136], [0.888, 1.431, -0.209], [1.427, 0.327, -0.315], [-1.338, -0.260, 0.395]], "charge": -1, "relative_energy_ev": 6.627, "gap_ha": [0.293, 0.283]}